No. 1
Here is a cluster of 2 separate species, C5H16N2O in total in a non-equilibrium geometry from OMol25. Energies are from the ωB97M-V functional and the def2-TZVPD basis.

Summary:
spin multiplicity = 2
<S²> = 0.755
total energy = -384.5216 a.u.
LUMO (alpha / beta) = -2.96 / -7.97 eV
net charge = +1
frontier orbital gap (alpha / beta) = 11.05 / 5.34 eV

Cartesian coordinates (Å):
N -2.85 1.20 0.07
C -2.06 -0.01 0.18
C -0.85 0.12 1.17
N 0.43 0.22 0.52
C 1.27 -2.09 0.56
C 0.90 -0.85 -0.36
C 2.12 -0.35 -1.12
H -3.39 1.47 0.89
H -2.33 2.02 -0.24
H -2.75 -0.80 0.48
H -1.79 -0.22 -0.85
H -0.88 -0.77 1.80
H -1.02 1.05 1.72
H 1.10 0.48 1.24
H 2.17 -2.50 0.11
H 1.52 -1.80 1.58
H 0.46 -2.81 0.61
H 0.03 -1.17 -0.92
H 1.87 0.43 -1.82
H 2.87 0.00 -0.41
H 2.62 -1.21 -1.57
H 0.71 2.91 -0.77
H -0.14 1.86 -1.48
O -0.02 2.82 -1.40


No. 2
Here is a structure of composition C36H34GaO4PSSi2 from OMol25. Energies are from the ωB97M-V functional and the def2-TZVPD basis.

Summary:
total energy = -4936.7114 a.u.
LUMO = 4.22 eV
net charge = -2
frontier orbital gap = 5.32 eV

Cartesian coordinates (Å):
Ga -1.20 0.09 -1.45
C -1.79 1.78 1.84
Si -2.47 1.46 0.08
C -4.31 1.05 0.29
C -2.49 3.20 -0.73
C -3.04 4.27 -0.01
C -3.10 5.55 -0.53
C -2.62 5.79 -1.82
C -2.08 4.74 -2.55
C -2.00 3.44 -2.04
Si -1.27 2.01 -3.11
C 0.37 2.75 -3.79
C -2.42 2.08 -4.65
H -2.47 2.37 2.46
H -0.83 2.30 1.78
H -1.61 0.83 2.35
H -4.84 1.81 0.87
H -4.41 0.08 0.79
H -4.78 0.96 -0.69
H -3.42 4.09 0.99
H -3.52 6.36 0.05
H -2.66 6.79 -2.24
H -1.71 4.94 -3.55
H 0.20 3.55 -4.52
H 0.94 1.96 -4.28
H 0.98 3.14 -2.98
H -2.47 3.10 -5.06
H -3.43 1.77 -4.38
H -2.06 1.41 -5.43
O -3.16 -1.90 1.15
C -1.93 -1.82 1.22
O -1.12 -1.45 0.31
C -1.29 -2.24 2.55
C -2.05 -3.08 3.36
C -1.55 -3.60 4.54
C -0.26 -3.28 4.93
C 0.50 -2.42 4.15
C 0.00 -1.86 2.97
P 1.08 -0.72 1.98
C 2.01 0.20 3.29
C 3.07 0.97 2.80
C 3.73 1.89 3.59
C 3.32 2.10 4.90
C 2.24 1.38 5.40
C 1.59 0.44 4.60
C 2.28 -2.05 1.53
C 3.58 -2.16 2.02
C 4.43 -3.18 1.58
C 3.99 -4.09 0.63
C 2.69 -3.99 0.14
C 1.85 -2.99 0.58
H -3.04 -3.34 3.01
H -2.16 -4.26 5.15
H 0.16 -3.69 5.84
H 1.51 -2.19 4.46
H 3.37 0.84 1.76
H 4.54 2.48 3.18
H 3.82 2.83 5.52
H 1.90 1.55 6.41
H 0.74 -0.09 5.01
H 3.94 -1.46 2.76
H 5.43 -3.24 1.97
H 4.65 -4.87 0.28
H 2.34 -4.70 -0.60
H 0.85 -2.89 0.17
O -2.17 -2.76 -4.18
C -1.43 -2.00 -3.56
O -1.84 -1.30 -2.57
C 0.02 -1.88 -4.02
C 0.28 -2.47 -5.26
C 1.54 -2.51 -5.82
C 2.60 -1.96 -5.11
C 2.37 -1.36 -3.89
C 1.09 -1.28 -3.31
S 1.07 -0.47 -1.76
H -0.57 -2.91 -5.77
H 1.70 -2.97 -6.79
H 3.61 -1.98 -5.51
H 3.19 -0.93 -3.33


No. 3
Here is a cluster of 2 separate species, C5H9ClNO in total in a non-equilibrium geometry from OMol25. Energies are from the ωB97M-V functional and the def2-TZVPD basis.

Summary:
total energy = -785.6927 a.u.
LUMO (alpha / beta) = -4.61 / -4.77 eV
net charge = +1
frontier orbital gap (alpha / beta) = 7.82 / 7.72 eV

Cartesian coordinates (Å):
C -0.18 2.07 -0.95
C 0.50 1.07 -0.43
C -0.37 -1.53 -1.34
C 1.26 -0.74 1.03
C 0.07 -0.01 0.46
N -1.28 0.02 1.03
O -1.47 -1.88 -1.05
Cl 0.84 -2.10 -2.32
H 0.35 2.69 -1.74
H -1.12 2.28 -0.57
H 1.42 1.08 -0.90
H 0.89 -1.62 1.62
H 1.64 -0.17 1.78
H 2.07 -0.96 0.37
H -1.70 0.91 0.72
H -1.16 -0.43 1.93
H -1.76 -0.68 0.36


Question: What is the total energy in the second record?
Answer: -4936.7114 a.u.